[1]
Below is BrH2O2PS in the gas phase in a non-equilibrium geometry, with properties calculated with ωB97M-V with the def2-TZVPD basis set.

The geometry in XYZ format:
```
7
BrH2O2PS | the Open Molecules 2025 dataset | ωB97M-V with the def2-TZVPD basis set
O -0.55827 0.50535 0.31878
P 0.70016 0.74726 -0.56587
O 1.10641 -0.63530 -1.02064
S 0.58535 1.96700 -2.21181
Br 2.16982 1.30975 1.30441
H -0.43059 0.75946 1.28592
H 1.71751 -0.67185 -1.82674
```

## Properties
Gap between HOMO and LUMO, eV: 8.7
LUMO, eV: -0.73
Structure (SMILES): OP(O)(=S)Br

***

[2]
Below is a 8-piece molecular cluster, C26H65BClNO10 overall, with properties calculated with ωB97M-V with the def2-TZVPD basis set.

The geometry in XYZ format:
```
104
C26H65BClNO10 | the Open Molecules 2025 dataset | ωB97M-V with the def2-TZVPD basis set
C -0.02859 -2.49620 2.65981
O 1.30307 -2.27983 2.16211
B 1.39820 -1.67106 0.93868
O 1.04999 -2.40193 -0.17428
C 1.94724 -0.18611 0.81317
C 0.94586 0.94822 1.17809
N 1.77570 2.09292 1.63744
C 2.70240 1.38339 2.49436
O 2.97496 1.69610 3.60828
C 3.11290 0.08766 1.78412
Cl 4.65273 0.40669 0.92618
H 0.04208 -2.75209 3.71506
H -0.51705 -3.31086 2.12069
H -0.64072 -1.59567 2.57240
H 1.05838 -1.87502 -0.97819
H 2.29843 0.01176 -0.20574
H 0.30564 0.66439 2.01751
H 0.31784 1.24155 0.33838
H 2.33657 2.37122 0.82652
H 3.30820 -0.69949 2.50883
C 3.92658 -4.90058 1.28187
C 3.63941 -5.56697 -0.05307
C 4.44190 -4.94017 -1.18152
O 2.24155 -5.51701 -0.33769
H 3.64125 -3.84640 1.21366
H 3.33094 -5.35568 2.07288
H 4.97978 -4.95430 1.56052
H 3.87200 -6.63264 0.00763
H 4.18716 -3.88125 -1.28593
H 4.21661 -5.42887 -2.13054
H 5.51469 -5.01322 -0.99455
H 1.96930 -4.59011 -0.36515
C 0.59622 6.12595 3.31187
C 0.48170 5.30358 4.58417
C 1.62332 5.58115 5.54971
O 0.41542 3.91330 4.27456
H 1.52701 5.87189 2.79390
H -0.22731 5.89722 2.63836
H 0.60523 7.19785 3.51883
H -0.46830 5.52309 5.07725
H 2.57878 5.32309 5.08424
H 1.51646 4.98127 6.45345
H 1.65448 6.63566 5.83001
H 1.22275 3.67221 3.80191
C -0.78997 3.48696 -1.54142
C -0.39818 4.72139 -0.74359
C 1.01922 5.16114 -1.06890
O -0.56421 4.51045 0.65412
H -0.12063 2.65611 -1.29743
H -1.81042 3.18209 -1.30817
H -0.70997 3.67247 -2.61370
H -1.09147 5.53149 -0.98145
H 1.72924 4.37251 -0.79533
H 1.28242 6.05427 -0.50139
H 1.13068 5.37107 -2.13291
H 0.03962 3.81207 0.93920
C -4.67317 -2.37078 5.14742
C -3.90788 -1.65625 4.04663
C -4.82164 -1.16955 2.93618
O -2.87762 -2.49746 3.51974
H -5.18291 -3.25021 4.74260
H -3.99583 -2.70304 5.93379
H -5.42645 -1.71695 5.58894
H -3.37038 -0.80675 4.47357
H -5.33760 -2.01185 2.46673
H -4.25458 -0.65523 2.16124
H -5.57846 -0.48351 3.31845
H -3.29974 -3.26959 3.12670
C 2.06429 6.81771 -6.39675
C 2.15801 5.61292 -5.47575
C 2.17117 4.30448 -6.24846
O 1.09765 5.62412 -4.51856
H 1.13733 6.77840 -6.97630
H 2.06443 7.74182 -5.81946
H 2.89977 6.84322 -7.09741
H 3.06617 5.68712 -4.87392
H 1.24698 4.19673 -6.82373
H 2.24707 3.45768 -5.56656
H 3.00912 4.26703 -6.94562
H 0.26413 5.56367 -4.99874
C -8.70239 -0.15806 2.02973
C -7.91807 0.53058 0.92443
C -8.82932 1.07398 -0.16367
O -6.93814 -0.34885 0.37388
H -9.25883 -1.00802 1.62360
H -8.03054 -0.53225 2.80197
H -9.41764 0.52473 2.49018
H -7.33613 1.35093 1.35020
H -9.38921 0.25752 -0.62924
H -8.24544 1.57000 -0.93852
H -9.54741 1.78722 0.24308
H -7.40022 -1.09831 -0.01778
C 2.58630 -7.84460 -4.01417
C 3.56155 -7.71717 -5.17237
C 4.08865 -9.06979 -5.62373
O 4.64007 -6.84674 -4.82842
H 3.08717 -8.28886 -3.14860
H 2.21157 -6.86618 -3.71427
H 1.73898 -8.48063 -4.27406
H 3.06741 -7.22491 -6.01262
H 4.62287 -9.55818 -4.80344
H 4.78118 -8.95234 -6.45695
H 3.27514 -9.72663 -5.93496
H 5.10549 -7.24392 -4.08379
```

## Properties
Gap between HOMO and LUMO, eV: 9.7
LUMO, eV: 0.13
Structure (SMILES): COB(O)[C@H]1CNC(=O)[C@@H]1Cl.CC(C)O.CC(C)O.CC(C)O.CC(C)O.CC(C)O.CC(C)O.CC(C)O

***

[3]
Below is C4H10N2Si2 in the gas phase in a non-equilibrium geometry, with properties calculated with ωB97M-V with the def2-TZVPD basis set.

The geometry in XYZ format:
```
18
C4H10N2Si2 | the Open Molecules 2025 dataset | ωB97M-V with the def2-TZVPD basis set
C 0.96749 0.81482 3.28053
C -0.25390 -0.38252 -3.72830
C 0.02897 0.22053 2.54548
C -0.98300 -0.56995 -2.64113
N 0.14941 0.12335 1.18329
N -0.51091 -0.43188 -1.41762
Si -1.23165 -0.65329 0.06281
Si 1.52797 0.74102 0.36946
H 0.95731 0.73313 4.33666
H 1.79201 1.28374 2.88012
H -0.68324 -0.31746 -4.74970
H 0.84808 -0.14617 -3.48952
H -0.81478 -0.47107 2.90025
H -2.18015 -0.63161 -2.86037
H -1.36848 -1.95133 0.43112
H -2.54032 0.04082 0.78674
H 1.58086 1.67157 -0.71006
H 2.71432 -0.07370 0.82024
```

## Properties
Gap between HOMO and LUMO, eV: 4.9
LUMO, eV: -1.92

***

[4]
Below is C12H10N2 in the gas phase in a non-equilibrium geometry, with properties calculated with ωB97M-V with the def2-TZVPD basis set.

The geometry in XYZ format:
```
24
C12H10N2 | the Open Molecules 2025 dataset | ωB97M-V with the def2-TZVPD basis set
C -1.34133 2.50975 0.11207
N -1.66020 1.07739 0.10676
C -2.92514 0.54415 -0.04593
C -3.16054 -0.80116 -0.13506
C -2.12720 -1.78241 -0.02247
C -0.85886 -1.26303 0.07700
N 0.26998 -2.01130 0.08642
C 1.29999 -1.03618 0.01080
C 2.64961 -1.29306 0.02986
C 3.48243 -0.15384 -0.01883
C 3.03011 1.14790 -0.09595
C 1.67444 1.42794 -0.09259
C 0.77897 0.33599 -0.04992
C -0.63574 0.15997 0.04734
H -2.28627 3.09358 0.14868
H -0.84816 2.83424 -0.84001
H -0.70893 2.78663 0.92427
H -3.76412 1.22830 -0.08679
H -4.19086 -1.15217 -0.26628
H -2.30753 -2.84837 -0.11625
H 3.09092 -2.29278 0.13839
H 4.54562 -0.32665 0.06499
H 3.71907 1.99229 -0.09353
H 1.28137 2.44618 -0.12369
```

## Properties
Gap between HOMO and LUMO, eV: 6.8
LUMO, eV: -0.35
Structure (SMILES): Cn1cccc2nc3ccccc3c1-2

***

[5]
Below is C6H10O in the gas phase, with properties calculated with ωB97M-V with the def2-TZVPD basis set.

The geometry in XYZ format:
```
17
C6H10O | the Open Molecules 2025 dataset | ωB97M-V with the def2-TZVPD basis set
C 0.45076 1.91337 -0.76154
C 1.07763 0.86614 0.13195
C 0.34670 0.36044 1.34179
C 0.60027 -0.56698 0.18947
C -0.54707 -1.09051 -0.63899
C -1.48565 -2.00162 0.12046
O -1.36679 -2.31299 1.28025
H 0.62642 2.91485 -0.35333
H -0.63427 1.79027 -0.84367
H 0.87111 1.88544 -1.77327
H 2.15329 0.98533 0.24871
H 0.88879 0.18945 2.26641
H -0.67486 0.70525 1.48525
H 1.37829 -1.30753 0.36033
H -0.18595 -1.65650 -1.51019
H -1.15916 -0.28409 -1.06476
H -2.33952 -2.39032 -0.47888
```

## Properties
Gap between HOMO and LUMO, eV: 10.7
LUMO, eV: 1.06
Structure (SMILES): C[C@H]1C[C@H]1CC=O

***

[6]
Below is C25H48N4O3P4Ti as an isolated structure, with properties calculated with ωB97M-V with the def2-TZVPD basis set.

The geometry in XYZ format:
```
85
C25H48N4O3P4Ti | the Open Molecules 2025 dataset | ωB97M-V with the def2-TZVPD basis set
Ti -0.86934 0.50775 0.03232
C -2.42968 2.01016 -3.41513
C -2.32829 1.93180 -1.92977
C -1.31089 2.62314 -1.25542
C -1.32062 2.79941 0.13518
C -2.30872 2.16883 0.88587
C -3.25246 1.36216 0.24874
C -3.26325 1.25111 -1.14204
H -3.00521 1.19996 -3.85295
H -1.45317 2.07809 -3.89328
H -2.96018 2.94061 -3.65077
H -0.53383 3.10824 -1.83544
H -0.54976 3.38376 0.61925
H -2.32035 2.30308 1.95999
H -4.00212 0.84172 0.83188
H -4.05370 0.68029 -1.61455
C -2.28292 -0.14886 3.36068
P -1.85263 -1.00363 1.82304
C -0.74389 -2.33525 2.35474
C -3.31205 -1.79789 1.15292
C -4.37503 -2.22775 1.94253
C -5.42908 -2.92134 1.35804
C -5.41554 -3.20044 -0.00270
C -4.34912 -2.78569 -0.79258
C -3.29639 -2.07930 -0.21539
P -1.86491 -1.53608 -1.15113
C -2.34480 -1.38146 -2.89422
C -0.64862 -2.87648 -1.28239
H -2.41704 -0.89623 4.14522
H -3.20941 0.41701 3.26030
H -1.48062 0.52517 3.66129
H -0.49756 -3.02541 1.55274
H -1.27321 -2.89340 3.13116
H 0.17336 -1.92776 2.77361
H -4.40097 -2.03145 3.00752
H -6.26030 -3.24722 1.96943
H -6.23613 -3.74441 -0.45162
H -4.35519 -3.02058 -1.84993
H -2.43215 -2.39303 -3.29628
H -1.56224 -0.86721 -3.45342
H -3.29377 -0.87115 -3.03092
H -1.15981 -3.76046 -1.66935
H -0.16313 -3.13387 -0.34548
H 0.11245 -2.56493 -1.99992
C 1.91971 -0.21947 3.90686
N 2.61450 0.43707 2.79197
C 4.07944 0.57778 3.00306
P 1.96532 1.11827 1.50945
O 0.45970 0.72194 1.38807
O 2.60068 0.54316 0.14807
P 2.07698 -0.02880 -1.24935
O 0.51438 0.10761 -1.14400
N 2.55549 0.90185 -2.45059
C 1.69733 1.42203 -3.52780
C 4.00549 1.09781 -2.70069
N 2.64522 -1.51290 -1.31380
C 2.71750 -2.37977 -0.12757
C 3.23805 -2.11267 -2.53164
N 2.31434 2.67959 1.45688
C 2.46213 3.46287 0.22142
C 2.56247 3.47594 2.68187
H 2.18366 0.29451 4.83140
H 2.22763 -1.26195 3.98765
H 0.84354 -0.14956 3.77617
H 4.51398 -0.41456 3.11017
H 4.25869 1.15553 3.90878
H 4.54666 1.07873 2.15719
H 0.64862 1.23272 -3.31213
H 1.96106 0.94079 -4.46975
H 1.86245 2.49530 -3.62814
H 4.27159 0.64687 -3.65561
H 4.59893 0.63791 -1.91079
H 4.21782 2.16513 -2.73222
H 2.13442 -1.97045 0.69911
H 3.75390 -2.49207 0.19118
H 2.32126 -3.36339 -0.37845
H 3.04029 -1.49788 -3.40647
H 2.80506 -3.09867 -2.69032
H 4.31421 -2.20891 -2.39502
H 2.14613 2.89384 -0.65319
H 3.50754 3.74539 0.09031
H 1.86839 4.37478 0.28977
H 2.38736 2.88186 3.57427
H 1.89550 4.33636 2.69493
H 3.59491 3.82439 2.67714
```

## Properties
Gap between HOMO and LUMO, eV: 7.3
Net charge: +4
LUMO, eV: -12.90

***

[7]
Below is a 2-piece molecular cluster, C2H2I2P overall in a non-equilibrium geometry, with properties calculated with ωB97M-V with the def2-TZVPD basis set.

The geometry in XYZ format:
```
7
C2H2I2P | the Open Molecules 2025 dataset | ωB97M-V with the def2-TZVPD basis set
C -0.50046 1.20133 -1.32345
C -1.28382 0.38406 -0.81277
P 1.89247 -0.76273 2.13159
I 2.07502 -0.68976 -0.22195
I -0.37655 -1.66964 2.46387
H 0.19285 1.84616 -1.80010
H -1.99952 -0.30943 -0.43718
```

## Properties
Gap between HOMO and LUMO (alpha / beta), eV: 5.9 / 5.9
Net charge: +1
LUMO (alpha / beta), eV: -7.96 / -7.96

***

[8]
Below is C8H18CaF3NO11P2 as an isolated structure in a non-equilibrium geometry, with properties calculated with ωB97M-V with the def2-TZVPD basis set.

The geometry in XYZ format:
```
44
C8H18CaF3NO11P2 | the Open Molecules 2025 dataset | ωB97M-V with the def2-TZVPD basis set
Ca 1.57273 -0.52802 0.64256
P 1.07699 -1.97413 -1.32674
O -0.02145 -1.01787 -0.86383
O 0.79919 -2.89816 -2.55703
O 1.57341 -2.60978 0.02019
O 2.25873 -1.01797 -1.46918
P 2.83378 1.98871 0.48741
O 3.40489 0.60496 0.98261
O 3.23836 2.40054 -0.99944
O 3.07863 3.13684 1.50618
O 1.33787 1.68864 0.63949
C 1.34445 3.40989 -3.78716
C 0.24015 2.48938 -3.17076
C -0.73937 1.98854 -4.25241
O -1.88756 1.39294 -3.69372
C -2.89557 1.05591 -4.67351
N 0.91267 1.37870 -2.39890
H 1.07522 0.56577 -2.97581
H 1.84797 1.55210 -2.05941
H 0.48593 1.11178 -1.52326
H 1.92271 3.91983 -3.01665
H 0.84552 4.15794 -4.40327
H 2.03436 2.78566 -4.35502
H -0.30887 2.95118 -2.35013
H -0.21364 1.25242 -4.86056
H -1.12465 2.80769 -4.85957
H -3.17772 1.92504 -5.26774
H -3.77805 0.64976 -4.17919
H -2.49773 0.28736 -5.33621
C -0.39105 -1.08423 3.92947
O -0.30362 -2.50583 4.17615
O 0.24967 -0.90681 2.70762
C -1.86953 -0.55240 4.19383
F -2.79320 -1.00062 3.23464
F -2.45201 -0.70570 5.45107
F -1.83058 0.79098 4.09368
C -1.04698 -3.15463 5.28621
C -0.63811 -4.63085 5.16428
H -0.94805 -5.08940 4.22526
H 0.39660 -4.78143 5.47214
H -1.05398 -5.25576 5.95462
H -2.13478 -3.22329 5.29402
H -0.61115 -2.75807 6.20321
H 0.18761 -0.59769 4.71468
```

## Properties
Gap between HOMO and LUMO, eV: 1.9
Net charge: -4
LUMO, eV: 7.64

***

Number 1: E_tot -94295.82920 eV. Number 2: E_tot -63182.16243 eV. Number 3: E_tot -23041.12024 eV. Number 4: E_tot -15585.58749 eV. Number 5: E_tot -8430.52216 eV. Number 6: E_tot -99046.92486 eV. Number 7: E_tot -27585.95231 eV. Number 8: E_tot -77765.24088 eV.